The following is a quantum chemistry calculation of 2 unconnected molecules or ions with the total composition C3H2ClIO at a distorted geometry, from the Open Molecules 2025 dataset.

Properties
HOMO (alpha / beta)   -8.740 / -8.747 eV
E_LUMO (alpha / beta)   -0.9 / -0.8 eV
HOMO-LUMO gap (alpha / beta)   7.888 / 7.970 eV
Total charge   0

Each line ends with the natural charge from an NBO analysis.
Positions of all 8 atoms, in Å:
C: 1.011 -0.996 0.205  -0.469
O: -0.234 2.014 -1.576  -0.475
H: -1.056 -0.854 0.919  0.190
C: -0.189 -0.579 0.422  -0.200
Cl: -2.219 1.884 0.126  0.089
C: -0.818 1.559 -0.656  0.474
H: 1.585 -0.327 -0.509  0.254
I: 1.919 -2.701 1.070  0.137



The following is a quantum chemistry calculation of CH4FNO2 in the gas phase at a distorted geometry, from the Open Molecules 2025 dataset.

Properties
2S+1   3
HOMO (alpha / beta)   -5.048 / -11.266 eV
E_LUMO (alpha / beta)   0.6 / -2.2 eV
HOMO-LUMO gap (alpha / beta)   5.673 / 9.042 eV
Total charge   0

Each line ends with the natural charge from an NBO analysis.
Positions of all 9 atoms, in Å:
H: -0.762 1.656 -0.382  0.479
F: 2.068 0.181 -0.079  -0.328
O: -0.187 1.182 0.106  -0.695
H: 0.006 -0.127 -1.410  0.158
N: 1.039 -0.716 0.269  -0.117
O: -1.247 -0.871 -0.089  -0.753
C: -0.078 -0.094 -0.384  0.429
H: -1.756 -0.562 0.671  0.475
H: 0.918 -0.649 1.298  0.353



The following is a quantum chemistry calculation of 2 unconnected molecules or ions with the total composition C4H11NS at a distorted geometry, from the Open Molecules 2025 dataset.

Properties
Structure (SMILES)   C=NC.CSC
HOMO   -8.339 eV
E_LUMO   0.9 eV
HOMO-LUMO gap   9.215 eV
Total charge   0

Each line ends with the natural charge from an NBO analysis.
Positions of all 17 atoms, in Å:
H: -2.053 1.462 -3.038  0.139
H: 3.520 -0.824 1.913  0.217
H: -0.044 -0.926 2.908  0.213
H: 3.311 0.073 0.348  0.210
S: 1.581 0.668 1.976  0.072
N: -2.316 0.272 -1.252  -0.392
C: 3.211 0.103 1.439  -0.741
H: -1.537 -1.798 -1.230  0.209
H: -0.313 -0.531 -1.610  0.212
C: -2.469 1.234 -2.037  -0.048
C: -1.376 -0.788 -1.617  -0.466
H: 0.060 -0.922 1.087  0.214
H: -1.001 0.194 1.913  0.246
H: 3.964 0.897 1.554  0.251
C: -0.052 -0.325 1.993  -0.681
H: -1.541 -0.931 -2.699  0.182
H: -2.945 2.141 -1.648  0.165



The following is a quantum chemistry calculation of 9 unconnected molecules or ions with the total composition ClH16O8 at a distorted geometry, from the Open Molecules 2025 dataset.

Properties
HOMO   -7.349 eV
E_LUMO   3.2 eV
HOMO-LUMO gap   10.522 eV
Total charge   -1

Each line ends with the natural charge from an NBO analysis.
Positions of all 25 atoms, in Å:
H: 0.729 -2.068 0.271  0.481
H: -3.478 2.050 0.878  0.463
H: 0.539 -3.154 1.308  0.466
H: -0.132 -1.677 -1.769  0.481
H: -0.453 -0.642 2.634  0.487
O: -1.427 1.233 -2.945  -0.963
H: -0.563 1.415 -3.314  0.475
O: -0.387 -2.334 -2.416  -0.957
H: 2.167 0.210 -1.951  0.459
O: -0.166 2.308 2.005  -0.969
H: 0.465 2.952 1.682  0.461
H: -2.712 1.073 0.011  0.488
O: 1.140 -2.856 0.626  -0.965
H: 3.039 0.031 0.322  0.463
O: -3.581 1.454 0.135  -0.955
H: -0.220 1.655 1.308  0.488
H: -1.213 -2.011 -2.774  0.465
H: 1.962 0.140 1.381  0.479
Cl: -0.446 -0.182 0.038  -0.892
H: 0.840 -0.804 3.405  0.468
O: 2.891 -0.059 1.264  -0.946
H: 0.846 0.658 -1.364  0.486
O: -0.090 -1.028 3.431  -0.957
H: -1.246 0.754 -2.136  0.480
O: 1.493 0.884 -2.032  -0.985



The following is a quantum chemistry calculation of a gas-phase ion, C8H9N6O (charge +1) at a distorted geometry, from the Open Molecules 2025 dataset.

Properties
HOMO (alpha / beta)   -11.890 / -11.861 eV
E_LUMO (alpha / beta)   -4.5 / -4.8 eV
HOMO-LUMO gap (alpha / beta)   7.345 / 7.069 eV
Total charge   +1

Each line ends with the natural charge from an NBO analysis.
Positions of all 24 atoms, in Å:
C: -1.236 1.788 -1.580  -0.045
N: 2.960 -0.788 1.675  -0.757
C: -0.531 -1.367 1.432  0.171
C: 1.776 -0.968 1.122  0.851
H: 3.155 -0.934 2.680  0.446
N: -1.213 1.217 -2.785  -0.362
C: -0.695 0.012 -2.672  0.139
N: -0.311 -0.182 -1.349  -0.394
H: -2.470 -0.242 1.216  0.247
H: 3.675 -0.203 1.365  0.434
H: 2.234 -0.808 -0.927  0.452
N: -2.270 4.119 -1.142  -0.251
N: -0.603 0.960 0.789  -0.624
C: -0.751 0.897 -0.577  0.311
H: 0.221 -2.111 -1.513  0.228
C: 0.419 -1.295 -0.910  0.166
N: 1.626 -0.988 -0.181  -0.604
H: -0.862 1.900 1.077  0.420
H: -0.798 -2.348 1.262  0.217
C: -1.333 -0.123 1.521  -0.327
H: -0.583 -0.612 -3.564  0.240
H: -1.360 0.304 2.480  0.251
O: 0.786 -1.304 1.902  -0.445
C: -1.838 3.077 -1.324  0.236



The following is a quantum chemistry calculation of C11H15NS2 in the gas phase at a distorted geometry, from the Open Molecules 2025 dataset.

Properties
Structure (SMILES)   CC1=CCC=C(C2=NSCC2)[C@@]1(C)S
HOMO   -7.724 eV
E_LUMO   0.6 eV
HOMO-LUMO gap   8.333 eV
Total charge   0

Each line ends with the natural charge from an NBO analysis.
Positions of all 29 atoms, in Å:
C: -0.578 0.045 -2.553  -0.186
C: 0.247 -1.863 3.704  -0.538
H: 2.522 0.115 -0.632  0.124
H: 0.096 2.470 -3.544  0.223
H: 0.564 -2.656 1.821  0.230
H: -1.166 -2.345 -0.185  0.204
C: -0.053 -0.594 1.610  0.228
H: -0.757 -0.054 -3.677  0.200
H: -0.127 3.041 0.015  0.203
H: -0.590 1.925 1.221  0.256
C: -0.617 2.099 0.220  -0.641
N: 0.226 0.384 2.396  -0.579
C: -0.860 -1.352 -0.512  -0.155
C: -0.093 -1.969 2.202  -0.483
H: -1.564 2.277 -0.293  0.231
S: 2.134 1.233 -0.012  -0.013
H: -1.989 -1.664 -2.282  0.220
C: -0.202 -0.394 0.179  -0.042
H: -0.998 -2.350 1.978  0.225
H: 1.180 -2.381 4.171  0.225
S: 0.662 -0.053 3.916  0.422
H: -0.465 -1.982 4.479  0.221
H: 1.745 1.931 -2.865  0.239
H: -0.290 -2.056 -2.467  0.223
C: 0.324 1.087 -0.444  -0.116
C: -0.981 -1.319 -2.001  -0.469
C: 0.189 1.000 -1.976  -0.026
H: 0.724 3.187 -1.883  0.229
C: 0.716 2.239 -2.584  -0.655



The following is a quantum chemistry calculation of a molecular structure, C5H8O2, from the Open Molecules 2025 dataset.

Properties
HOMO   -9.108 eV
E_LUMO   0.8 eV
HOMO-LUMO gap   9.901 eV
Total charge   0

Each line ends with the natural charge from an NBO analysis.
Positions of all 15 atoms, in Å:
C: 1.135 1.416 0.493  -0.640
O: -1.193 0.739 0.796  -0.514
C: 0.191 0.306 0.922  0.081
H: 1.242 1.443 -0.596  0.206
C: -1.487 -0.371 -0.034  0.074
C: -0.093 -0.890 -0.004  0.186
H: 2.129 1.320 0.937  0.215
H: 0.382 -0.033 1.948  0.191
C: -0.653 -0.354 -1.290  -0.480
H: -0.286 0.590 -1.689  0.218
H: 0.958 -2.420 -0.507  0.477
H: -2.457 -0.848 0.053  0.206
H: -0.929 -1.093 -2.037  0.228
O: 0.357 -2.178 0.207  -0.679
H: 0.705 2.374 0.801  0.232



The following is a quantum chemistry calculation of C6H10 in the gas phase at a distorted geometry, from the Open Molecules 2025 dataset.

Properties
Structure (SMILES)   CC=C=CCC
HOMO   -8.707 eV
E_LUMO   0.8 eV
HOMO-LUMO gap   9.460 eV
Total charge   0

Each line ends with the natural charge from an NBO analysis.
Positions of all 16 atoms, in Å:
H: 3.058 0.199 -0.761  0.222
H: 2.127 -1.877 0.482  0.206
H: 3.206 0.486 0.984  0.234
H: 1.909 1.266 0.089  0.227
C: 0.499 -0.761 0.846  -0.058
H: -2.469 -1.147 -0.177  0.199
H: -1.355 1.761 -0.097  0.205
C: -1.820 -0.363 0.206  -0.436
C: -1.998 0.966 -0.500  -0.592
H: -1.766 0.852 -1.561  0.198
H: -0.199 -1.090 -1.047  0.174
H: -1.951 -0.230 1.275  0.205
H: -3.028 1.292 -0.393  0.206
C: 2.509 0.349 0.165  -0.658
C: -0.473 -0.834 -0.015  -0.256
C: 1.752 -0.867 0.505  -0.075



Calculated ΔE to the lowest compared entry with this formula, charge and spin, 79.76, 51.17, 65.88, 6.70, 50.58, 71.99, 58.99, 68.83 kcal per mole (same order as the records).